1.
{
  "formula": "H7O3",
  "method": "wB97M-V/def2-TZVPD",
  "species": ["O", "H", "H", "O", "H", "H", "O", "H", "H", "H"],
  "coordinates": [[1.934, 0.874, 0.282], [2.653, 0.468, 0.792], [2.194, 1.796, 0.160], [-1.281, -1.672, -0.261], [-2.144, -1.884, -0.631], [-1.118, -2.293, 0.454], [-0.627, 0.672, -0.319], [-0.823, -0.363, -0.151], [-1.137, 1.474, -0.109], [0.349, 0.929, -0.217]],
  "mulliken_charge": [-0.691, 0.339, 0.344, -0.626, 0.354, 0.368, -0.430, 0.471, 0.409, 0.462],
  "relative_energy_kcal_mol": 9.08,
  "charge": 1
}



2.
{
  "formula": "C4H11N3O2",
  "method": "wB97M-V/def2-TZVPD",
  "species": ["C", "C", "O", "N", "N", "H", "H", "H", "H", "H", "H", "C", "N", "H", "C", "O", "H", "H", "H", "H"],
  "coordinates": [[-0.756, -2.865, 0.767], [0.187, -1.823, 0.208], [0.450, -1.729, -0.980], [0.847, -1.101, 1.144], [1.741, -0.061, 0.821], [-1.238, -2.560, 1.696], [-1.558, -3.030, 0.049], [-0.225, -3.799, 0.941], [0.606, -1.159, 2.119], [1.193, 0.767, 0.576], [2.239, -0.346, -0.020], [-0.771, 2.947, 1.165], [-0.821, 1.813, 1.454], [-0.948, 3.955, 1.470], [-0.116, 1.232, -2.225], [-0.177, 1.805, -0.945], [-0.039, 0.154, -2.060], [0.795, 1.528, -2.760], [-1.008, 1.424, -2.830], [-0.402, 2.848, -0.591]],
  "mulliken_charge": [-1.099, 0.766, -0.693, 0.094, -0.792, 0.361, 0.298, 0.261, 0.222, 0.237, 0.309, -0.090, -0.272, 0.398, -0.485, -0.456, 0.145, 0.252, 0.273, 0.271],
  "smiles": "CC(=O)NN.C#N.CO",
  "relative_energy_kcal_mol": 101.25
}



3.
{
  "formula": "C27H29IrN5O4S",
  "method": "wB97M-V/def2-TZVPD",
  "species": ["Ir", "O", "C", "C", "C", "C", "C", "C", "C", "N", "N", "C", "O", "C", "C", "C", "C", "C", "C", "H", "H", "H", "H", "H", "H", "H", "H", "H", "H", "C", "N", "C", "C", "N", "C", "S", "C", "C", "C", "C", "C", "N", "H", "H", "H", "H", "H", "H", "H", "H", "H", "C", "O", "C", "C", "O", "C", "H", "H", "H", "H", "H", "H", "H", "H", "H", "H"],
  "coordinates": [[0.167, 0.014, -0.453], [1.116, -0.132, 1.358], [0.517, -0.244, 2.471], [1.349, -0.388, 3.630], [0.820, -0.508, 4.870], [-0.592, -0.501, 5.056], [-1.427, -0.388, 3.980], [-0.936, -0.268, 2.664], [-1.909, -0.157, 1.638], [-1.646, -0.055, 0.362], [-2.680, 0.046, -0.496], [-2.259, 0.098, -1.761], [-1.004, 0.029, -2.089], [-3.250, 0.205, -2.829], [-2.830, 0.178, -4.161], [-3.761, 0.281, -5.177], [-5.110, 0.416, -4.869], [-5.532, 0.446, -3.545], [-4.608, 0.339, -2.523], [2.418, -0.382, 3.459], [1.468, -0.607, 5.731], [-1.003, -0.588, 6.052], [-2.499, -0.389, 4.135], [-2.958, -0.158, 1.917], [-1.778, 0.070, -4.390], [-3.440, 0.257, -6.210], [-5.837, 0.499, -5.667], [-6.582, 0.552, -3.314], [-4.925, 0.361, -1.490], [5.246, 0.414, -0.498], [4.394, -0.723, -0.159], [4.748, -1.794, 0.646], [3.684, -2.609, 0.725], [2.673, -2.032, -0.046], [3.130, -0.863, -0.566], [2.264, 0.227, -1.542], [1.475, -2.705, -0.387], [1.545, -4.073, -0.585], [0.393, -4.785, -0.862], [-0.804, -4.096, -0.945], [-0.796, -2.730, -0.774], [0.319, -2.025, -0.496], [6.212, 0.271, -0.024], [4.787, 1.333, -0.137], [5.377, 0.472, -1.576], [5.722, -1.871, 1.095], [3.539, -3.526, 1.268], [2.506, -4.564, -0.546], [0.437, -5.853, -1.024], [-1.738, -4.596, -1.158], [-1.712, -2.168, -0.860], [1.419, 3.154, 2.954], [0.407, 2.337, 2.380], [-0.511, 3.055, 1.588], [-0.036, 3.318, 0.184], [-0.108, 2.169, -0.701], [0.189, 2.632, -2.048], [0.977, 3.914, 3.603], [2.029, 3.644, 2.191], [2.056, 2.503, 3.549], [-0.717, 4.033, 2.039], [-1.452, 2.502, 1.573], [0.988, 3.699, 0.170], [-0.691, 4.070, -0.261], [-0.560, 3.370, -2.329], [0.136, 1.788, -2.723], [1.182, 3.082, -2.064]],
  "lowdin_spin": [0.040, 0.172, 0.101, 0.062, 0.014, 0.152, -0.036, 0.150, -0.063, 0.144, 0.103, 0.048, 0.030, 0.007, 0.013, 0.001, 0.021, -0.002, 0.017, 0.001, -0.001, 0.008, -0.004, -0.004, 0.001, 0.000, 0.001, 0.000, 0.000, 0.000, 0.000, 0.001, 0.000, 0.003, 0.000, 0.005, 0.000, 0.000, 0.000, 0.000, 0.000, 0.002, 0.000, 0.000, 0.000, 0.000, 0.000, 0.000, 0.000, 0.000, 0.001, 0.001, 0.013, 0.000, 0.000, 0.002, 0.001, 0.000, 0.000, 0.000, 0.000, -0.001, 0.000, 0.000, 0.000, 0.000, 0.000],
  "multiplicity": 2,
  "relative_energy_kcal_mol": 0.00,
  "charge": 2
}